[1]
{
  "formula": "C13H11Br3N2O4",
  "method": "wB97M-V/def2-TZVPD",
  "s2": 0.763,
  "total_charge": -1,
  "homo_ev": [-1.6, -5.3],
  "orbital_gap_ha": [0.1497, 0.2867],
  "e_lumo_ev": [2.473, 2.473],
  "de_lowest_kj_mol": 67.0,
  "total_energy_ev": -234950.709,
  "spin_multiplicity": 2,
  "symbols": ["C", "Br", "Br", "Br", "H", "C", "C", "C", "C", "C", "C", "N", "O", "O", "H", "H", "H", "H", "H", "C", "C", "C", "C", "C", "C", "N", "O", "O", "H", "H", "H", "H", "H"],
  "xyz": [[-4.71555, 2.35816, -0.58411], [-5.88465, 3.89131, -0.16904], [-3.07369, 2.77141, 0.33294], [-4.37009, 2.35958, -2.57398], [-5.18006, 1.39835, -0.35801], [1.66926, -2.42377, -0.99085], [0.46195, -2.90530, -0.57728], [-0.67007, -2.07654, -0.90572], [-0.56473, -0.84098, -1.56625], [0.72633, -0.42944, -2.00338], [1.84125, -1.22267, -1.60520], [-1.76489, 0.03567, -1.73135], [-1.65539, 1.01637, -2.40683], [-2.75690, -0.24911, -0.97091], [2.53354, -3.06471, -0.89792], [0.29494, -3.89299, -0.17359], [-1.61150, -2.43558, -0.51689], [0.84216, 0.45789, -2.60805], [2.81024, -0.78912, -1.80388], [0.34104, 1.82658, 1.22202], [1.75441, 2.02670, 0.93522], [2.60041, 1.03967, 1.23187], [2.08545, -0.21774, 1.69073], [0.63561, -0.43195, 1.86771], [-0.21346, 0.68804, 1.74467], [2.99571, -1.34319, 2.19417], [2.83246, -1.65302, 3.35001], [3.74772, -1.76483, 1.40945], [-0.31587, 2.66488, 1.04282], [2.03233, 2.97443, 0.49822], [3.66697, 1.01587, 1.06372], [0.19382, -1.40182, 2.04260], [-1.28874, 0.61785, 1.81708]]
}

[2]
{
  "formula": "C13H11Cl3F17NO2SSi",
  "method": "wB97M-V/def2-TZVPD",
  "homo_ev": -10.3,
  "orbital_gap_ha": 0.3887,
  "e_lumo_ev": 0.314,
  "smiles": "CCN(CCC[Si](Cl)(Cl)Cl)S(=O)(=O)C(F)(F)C(F)(F)C(F)(F)C(F)(F)C(F)(F)C(F)(F)C(F)(F)C(F)(F)F",
  "total_energy_ev": -121722.092,
  "symbols": ["O", "O", "F", "F", "F", "F", "F", "F", "F", "F", "F", "F", "F", "F", "F", "F", "F", "F", "F", "Cl", "Cl", "Cl", "N", "C", "C", "C", "C", "C", "C", "C", "C", "C", "C", "C", "C", "C", "Si", "S", "H", "H", "H", "H", "H", "H", "H", "H", "H", "H", "H"],
  "xyz": [[0.13144, 3.28396, 3.13280], [-1.93233, 2.61569, 1.71809], [-3.39766, -3.14953, -3.27985], [-1.58433, -3.72567, -4.05949], [-1.80509, -3.49707, -1.85801], [-2.09558, -0.85677, -2.24397], [-1.86818, -1.08535, -4.39840], [0.32620, -1.82815, -1.90264], [0.58446, -2.27846, -3.99249], [-0.82132, 0.73386, -3.10356], [0.44324, 0.19591, -4.77137], [2.46042, 1.12472, -3.70387], [2.27067, -0.32664, -2.02855], [2.64605, 2.35253, -1.34351], [0.81607, 2.91205, -2.42979], [-0.54200, 1.27994, -0.57814], [1.40157, 0.62419, 0.10620], [2.05407, 2.83663, 1.16487], [0.57159, 3.99787, 0.00186], [0.79553, -4.23677, -0.39743], [-0.32814, -3.75399, 2.63826], [2.23870, -1.82751, 1.58613], [0.09931, 0.94628, 2.23825], [1.13840, 1.53626, 4.53220], [-2.08227, -3.02181, -3.06249], [1.13194, 0.64757, 3.30022], [-1.12142, 0.16589, 2.55100], [-1.77399, -0.60718, 1.37626], [-1.56376, -1.51374, -3.23179], [0.01324, -1.42504, -3.16856], [0.29472, 0.07403, -3.43185], [1.59903, 0.64625, -2.70297], [1.41789, 1.92500, -1.76768], [0.72536, 1.59687, -0.42975], [-0.75804, -1.29559, 0.44838], [0.84880, 2.81956, 0.58725], [0.39949, -2.65290, 1.06660], [-0.39520, 2.59246, 1.99161], [1.56048, 2.49552, 4.42144], [0.05547, 1.78570, 4.70915], [1.48727, 0.98052, 5.40825], [2.15878, 0.66673, 2.79011], [1.09637, -0.42693, 3.62076], [-1.73326, 0.80495, 3.14471], [-0.78160, -0.63264, 3.26655], [-2.35631, 0.16095, 0.82783], [-2.48286, -1.39522, 1.64444], [-1.25877, -1.74621, -0.42566], [-0.08444, -0.51868, 0.03857]]
}

[3]
{
  "formula": "C13H12AsCl5F3NO6SSc",
  "method": "wB97M-V/def2-TZVPD",
  "total_charge": 1,
  "homo_ev": -11.5,
  "orbital_gap_ha": 0.2840,
  "e_lumo_ev": -3.727,
  "de_lowest_kj_mol": 0.0,
  "total_energy_ev": -190589.117,
  "symbols": ["Sc", "Cl", "C", "C", "C", "Cl", "C", "O", "C", "C", "O", "C", "H", "H", "H", "C", "As", "C", "C", "O", "H", "H", "H", "H", "H", "H", "H", "H", "H", "F", "C", "F", "F", "S", "O", "O", "O", "Cl", "C", "Cl", "Cl", "C", "N"],
  "xyz": [[0.71897, 0.11748, -0.68532], [0.00653, 4.87570, 4.95527], [-0.07448, 3.64722, 3.74571], [-1.24926, 2.90228, 3.60451], [-1.34088, 1.91961, 2.64684], [-2.79501, 0.99798, 2.48948], [-0.27290, 1.63587, 1.77364], [-0.38583, 0.70751, 0.86415], [0.91410, 2.39163, 1.94811], [2.08318, 2.14080, 1.16300], [2.20606, 1.28455, 0.27057], [0.99760, 3.39405, 2.93296], [-2.09331, 3.09923, 4.25154], [2.96059, 2.75944, 1.38428], [1.91267, 3.96128, 3.04629], [-2.24174, -1.97597, 0.00735], [-0.57348, -2.61953, 0.68358], [-0.37724, -4.46846, 0.24828], [-0.49575, -2.36003, 2.57481], [0.70989, -1.78530, -0.04063], [-3.04727, -2.55948, 0.45347], [-2.25689, -2.08964, -1.07488], [-2.35354, -0.92835, 0.28298], [-1.19390, -5.03479, 0.69407], [0.57442, -4.83050, 0.63130], [-0.40269, -4.57570, -0.83417], [-1.20742, -3.02085, 3.06796], [-0.74851, -1.32288, 2.78623], [0.51272, -2.58218, 2.91792], [-3.06866, 1.13024, -3.40630], [-2.16002, 1.81693, -2.72976], [-2.13883, 3.07121, -3.14463], [-2.45816, 1.77996, -1.42657], [-0.50434, 1.05610, -2.98688], [-0.61822, -0.28798, -2.35538], [-0.24729, 1.09919, -4.37865], [0.40293, 1.79455, -2.08374], [4.54247, 0.00455, -5.02700], [3.55617, -1.31336, -4.39886], [2.24159, -1.70791, -5.50413], [4.54508, -2.73451, -4.04937], [2.94959, -0.86789, -3.13804], [2.47102, -0.52204, -2.16001]]
}

[4]
{
  "formula": "C13H12BF4N3O12P2Zr",
  "method": "wB97M-V/def2-TZVPD",
  "homo_ev": -9.3,
  "orbital_gap_ha": 0.3044,
  "e_lumo_ev": -1.018,
  "de_lowest_kj_mol": 214.6,
  "total_energy_ev": -74133.719,
  "symbols": ["Zr", "C", "C", "O", "P", "O", "O", "O", "P", "O", "O", "O", "H", "H", "H", "H", "H", "H", "H", "O", "N", "C", "C", "N", "C", "N", "O", "C", "O", "C", "C", "C", "C", "O", "C", "O", "C", "C", "H", "H", "H", "H", "H", "F", "B", "F", "F", "F"],
  "xyz": [[-1.35403, -1.08701, -0.50425], [-0.53993, -4.87331, 1.98095], [-1.15223, -3.49441, 1.95745], [-1.65763, -3.15801, 3.22375], [0.02727, -2.16511, 1.50295], [1.15937, -2.24891, 2.62045], [0.62637, -2.19141, 0.10155], [-0.75883, -0.86161, 1.57245], [-2.49463, -3.41511, 0.67115], [-3.16563, -1.94751, 1.12515], [-3.50463, -4.46911, 0.67375], [-1.78703, -3.01891, -0.63015], [0.22087, -4.92711, 2.75635], [-0.10203, -5.08091, 1.00535], [-1.31613, -5.60571, 2.19645], [-1.99103, -2.24931, 3.19345], [1.67127, -1.44841, 2.74215], [1.74447, -0.87261, -0.23825], [-4.12203, -2.04731, 1.23305], [-1.08303, -1.11051, -2.42895], [0.19127, -1.46791, -2.45585], [0.72847, -1.73071, -3.61005], [0.06947, -1.61051, -4.86685], [-0.45063, -1.48811, -5.88015], [2.07557, -2.16791, -3.65085], [3.15737, -2.53861, -3.72135], [2.06047, 0.06999, -0.08935], [1.05877, 0.90799, -0.19065], [-0.06943, 0.52819, -0.53875], [1.29257, 2.31859, 0.11225], [0.16177, 3.10249, 0.35995], [0.26797, 4.46759, 0.57385], [1.53037, 5.01679, 0.49945], [1.89747, 6.31099, 0.62095], [3.29427, 6.35089, 0.38795], [3.77207, 5.02769, 0.26335], [2.67077, 4.22689, 0.27355], [2.58647, 2.87199, 0.09245], [-0.80713, 2.62229, 0.38365], [-0.59163, 5.08209, 0.77115], [3.79557, 6.84939, 1.22905], [3.48677, 6.90569, -0.54575], [3.44997, 2.25919, -0.09905], [-4.41963, 1.19089, -0.96115], [-3.27643, 0.52769, -0.97555], [-3.41883, -0.87371, -1.25635], [-2.63693, 0.50409, 0.33305], [-2.29753, 1.00849, -1.81365]]
}

[5]
{
  "formula": "C13H12BaNO3S5",
  "method": "wB97M-V/def2-TZVPD",
  "total_charge": -1,
  "homo_ev": -3.5,
  "orbital_gap_ha": 0.2103,
  "e_lumo_ev": 2.223,
  "de_lowest_kj_mol": 89.5,
  "total_energy_ev": -76183.935,
  "symbols": ["Ba", "C", "C", "O", "C", "C", "C", "C", "C", "C", "O", "H", "H", "H", "H", "H", "H", "H", "S", "C", "S", "C", "C", "S", "S", "S", "C", "C", "N", "O", "H", "H", "H", "H", "H"],
  "xyz": [[0.17738, -0.14949, 0.18752], [1.05179, -0.05624, 4.84172], [1.42572, -0.05612, 3.38282], [0.50541, -0.08786, 2.56620], [2.84496, -0.02461, 2.97704], [3.84608, -0.02674, 3.96728], [5.18299, -0.00127, 3.65531], [5.54892, 0.02970, 2.29105], [4.59980, 0.03392, 1.29608], [3.21122, 0.00527, 1.60007], [2.31687, 0.00813, 0.64313], [-0.03369, -0.05371, 4.90930], [1.45701, 0.82375, 5.35063], [1.44954, -0.94421, 5.34359], [3.55332, -0.05046, 5.01019], [5.93418, -0.00469, 4.43477], [6.60014, 0.05140, 2.02094], [4.87369, 0.05972, 0.24571], [-7.70864, 0.14270, -0.12249], [-6.04328, 0.07164, 0.03774], [-5.01998, 1.42367, 0.20862], [-3.43828, 0.65333, 0.16635], [-3.47308, -0.69035, 0.01137], [-2.19084, -1.90517, -0.10498], [-5.10582, -1.34186, -0.10924], [-2.06939, 1.77955, 0.33509], [-0.49242, 0.73519, -4.79531], [-0.66245, 1.03408, -3.32925], [-1.50733, 2.01463, -2.98379], [-0.04372, 0.36884, -2.49022], [-1.01174, 1.44413, -5.44259], [-0.87743, -0.26933, -4.97878], [0.57132, 0.73394, -5.03114], [-2.09895, 2.42826, -3.67908], [-1.71850, 2.14747, -1.98614]]
}

[6]
{
  "formula": "C13H12BrCuN4O9S",
  "method": "wB97M-V/def2-TZVPD",
  "s2": 0.753,
  "total_charge": 1,
  "homo_ev": [-12.4, -12.4],
  "orbital_gap_ha": [0.3205, 0.2632],
  "e_lumo_ev": [-3.664, -5.274],
  "de_lowest_kj_mol": 22.1,
  "total_energy_ev": -163566.178,
  "spin_multiplicity": 2,
  "symbols": ["Cu", "O", "C", "C", "C", "N", "C", "Br", "C", "H", "H", "H", "H", "C", "S", "C", "O", "H", "H", "H", "H", "H", "H", "O", "N", "O", "C", "C", "C", "C", "O", "C", "C", "N", "O", "O", "N", "O", "O", "H", "H"],
  "xyz": [[0.20090, -0.45971, 0.03829], [5.56372, 2.22518, -0.53458], [4.42996, 1.55999, -0.33513], [4.35660, 0.33242, 0.32813], [3.13067, -0.26817, 0.47946], [2.00558, 0.28776, 0.00904], [2.09628, 1.45773, -0.62314], [0.41850, 2.07455, -1.23576], [3.25896, 2.14570, -0.82904], [6.32492, 1.75702, -0.16796], [5.24321, -0.14606, 0.72098], [3.00811, -1.21254, 0.99214], [3.28885, 3.09199, -1.34743], [-2.92861, -2.81020, -0.84069], [-2.75787, -1.04947, -1.06600], [-4.24878, -0.53325, -0.24035], [-1.68679, -0.61252, -0.06173], [-3.80505, -3.12395, -1.40880], [-3.04294, -3.02877, 0.22150], [-2.04217, -3.28892, -1.25088], [-5.10217, -0.89755, -0.81089], [-4.25261, 0.55398, -0.22202], [-4.24068, -0.93830, 0.77049], [-0.54527, -7.43614, -1.80454], [-0.93172, -7.07307, -0.71515], [-1.62288, -7.71420, 0.04445], [-0.51548, -5.73234, -0.27233], [-0.94082, -5.26559, 0.95769], [-0.53132, -4.01346, 1.35292], [0.28015, -3.17131, 0.57785], [0.68673, -2.01608, 1.02038], [0.61661, -3.70393, -0.68666], [0.26760, -4.96360, -1.11490], [1.34412, -2.84392, -1.62121], [0.84243, -1.74036, -1.85414], [2.35253, -3.24988, -2.12803], [-1.03266, -3.46172, 2.61889], [-2.21144, -3.15426, 2.62634], [-0.25788, -3.34727, 3.53291], [-1.58098, -5.87592, 1.58028], [0.57288, -5.34842, -2.07821]]
}

[7]
{
  "formula": "C13H12Cl2N2O4",
  "method": "wB97M-V/def2-TZVPD",
  "homo_ev": -8.9,
  "orbital_gap_ha": 0.3346,
  "e_lumo_ev": 0.251,
  "de_lowest_kj_mol": 618.1,
  "smiles": "O=C(NO)c1cc(CCCOc2ccc(Cl)c(Cl)c2)on1",
  "total_energy_ev": -49886.075,
  "symbols": ["O", "Cl", "Cl", "N", "O", "O", "O", "C", "C", "C", "C", "C", "C", "C", "C", "C", "C", "N", "C", "C", "C", "H", "H", "H", "H", "H", "H", "H", "H", "H", "H", "H", "H"],
  "xyz": [[2.60865, -3.09358, -3.92469], [0.49293, 3.95733, 6.09362], [-0.05622, 0.87132, 6.82754], [-0.73537, -2.32782, -2.98721], [-1.21669, -1.10429, -2.55240], [1.78561, -4.91740, -5.35159], [-1.11031, 0.15180, 1.97673], [1.37202, -3.19320, -3.75619], [0.52099, -2.18417, -3.25977], [0.89465, -0.91363, -2.88722], [-0.24152, -0.23121, -2.40332], [-0.18487, 3.29535, 3.66541], [-0.65703, 2.38985, 2.74675], [-0.64569, 0.53256, 4.27454], [-0.04216, 2.78276, 4.91503], [-0.24742, 1.42251, 5.25305], [-0.91951, 1.03310, 2.97449], [0.89233, -4.13673, -4.57548], [-0.37518, 0.40699, 0.76964], [-0.42482, 1.04587, -1.70836], [-1.15155, 0.96782, -0.37377], [2.66928, -4.76835, -4.90901], [1.92655, -0.52916, -2.83068], [-0.00821, 4.36896, 3.41226], [-0.78623, 2.86402, 1.79801], [-0.77718, -0.50461, 4.38095], [-0.09349, -4.41717, -4.32014], [0.17911, -0.47112, 0.43490], [0.40611, 1.11873, 0.87101], [0.51447, 1.55857, -1.56194], [-0.97991, 1.65238, -2.40369], [-1.50298, 1.94437, -0.13195], [-2.10635, 0.42812, -0.45651]]
}

[8]
{
  "formula": "C13H12N2O2",
  "method": "wB97M-V/def2-TZVPD",
  "homo_ev": -8.9,
  "orbital_gap_ha": 0.3160,
  "e_lumo_ev": -0.317,
  "de_lowest_kj_mol": 0.0,
  "smiles": "O=C(O)/C=C/c1ccc(Cn2ccnc2)cc1",
  "total_energy_ev": -20751.063,
  "symbols": ["O", "C", "O", "H", "C", "C", "C", "C", "C", "C", "C", "C", "H", "H", "C", "N", "C", "N", "C", "C", "H", "H", "H", "H", "H", "H", "H", "H", "H"],
  "xyz": [[-0.71686, -5.85977, -0.26003], [-1.59105, -5.03400, -0.15519], [-2.87999, -5.37377, 0.02536], [-2.96799, -6.33883, 0.05443], [-1.41275, -3.57990, -0.20438], [-0.19363, -3.05311, -0.37852], [0.15523, -1.64966, -0.45235], [-0.78706, -0.62336, -0.33771], [-0.40326, 0.69866, -0.41864], [0.93146, 1.04041, -0.61132], [1.87562, 0.02790, -0.72183], [1.49348, -1.29629, -0.64692], [2.23801, -2.07381, -0.73534], [2.91634, 0.27920, -0.86896], [1.34059, 2.49140, -0.70041], [0.66791, 3.29745, 0.28199], [-0.30622, 4.21513, 0.07687], [-0.74084, 4.73055, 1.19185], [-0.02972, 4.12337, 2.17718], [0.84698, 3.22904, 1.63597], [1.56215, 2.56713, 2.07940], [-0.19337, 4.36968, 3.20679], [-0.65904, 4.48032, -0.90053], [2.42442, 2.57987, -0.56594], [1.08603, 2.88514, -1.69112], [-1.14523, 1.47880, -0.32525], [-1.82743, -0.86186, -0.18492], [0.62976, -3.75123, -0.47788], [-2.31351, -2.99846, -0.09261]]
}